Entry 1:
A gas-phase ion, C19H22Cl2N (charge +1) at a distorted geometry, computed with ωB97M-V/def2-TZVPD.

Atoms and positions in Å:
C  -1.855  2.015  0.449
C  -1.196  1.006  1.387
C  -0.115  1.667  2.209
C  -2.198  0.337  2.348
C  -2.514  -1.044  1.798
C  -1.250  -1.456  1.063
N  -0.674  -0.173  0.510
C  0.721  -0.261  0.148
C  0.972  -1.620  -0.498
C  1.898  -2.509  0.055
C  2.060  -3.796  -0.478
C  1.315  -4.170  -1.605
Cl  1.476  -5.747  -2.252
C  0.405  -3.275  -2.191
C  0.203  -2.017  -1.599
C  1.159  0.931  -0.731
C  1.932  1.985  -0.203
C  1.923  3.242  -0.819
C  1.303  3.379  -2.068
Cl  1.127  4.927  -2.777
C  0.790  2.255  -2.726
C  0.751  1.023  -2.063
H  -2.313  2.827  1.037
H  -1.102  2.461  -0.216
H  -2.643  1.547  -0.166
H  -0.598  2.426  2.841
H  0.391  0.944  2.867
H  0.605  2.197  1.582
H  -1.698  0.221  3.320
H  -3.074  0.978  2.516
H  -2.725  -1.757  2.601
H  -3.364  -1.027  1.103
H  -0.487  -1.889  1.719
H  -1.433  -2.151  0.242
H  -1.173  -0.072  -0.383
H  1.296  -0.220  1.078
H  2.485  -2.198  0.925
H  2.740  -4.508  -0.021
H  -0.157  -3.569  -3.076
H  -0.592  -1.371  -1.993
H  2.494  1.845  0.728
H  2.339  4.116  -0.322
H  0.377  2.351  -3.727
H  0.398  0.152  -2.614

HOMO level in eV: -11.93
Energy above the lowest of the compared OMol25 structures with the same formula, charge and spin in kcal per mole: 0.0
LUMO in Eh: -0.0988
Net charge: +1
M in g mol⁻¹: 335.3
Spin multiplicity: 1



Entry 2:
A molecular structure, C19H22Cl4CoO2Sb2 at a distorted geometry, computed with ωB97M-V/def2-TZVPD.

Atoms and positions in Å:
Co  0.243  0.050  0.061
C  -1.506  3.785  2.731
Sb  0.199  2.110  2.756
C  1.856  0.551  3.025
C  1.320  3.545  1.489
C  2.793  3.346  1.322
C  3.592  3.241  2.461
C  4.961  3.060  2.388
C  5.573  2.989  1.145
C  4.803  3.116  0.002
C  3.420  3.305  0.060
C  2.656  3.404  -1.219
Sb  1.636  1.481  -1.532
C  0.849  1.905  -3.492
C  3.367  0.408  -2.191
H  -1.112  4.711  3.148
H  -2.359  3.427  3.302
H  -1.758  3.905  1.676
H  2.370  0.670  3.975
H  2.549  0.651  2.190
H  1.346  -0.409  2.969
H  1.133  4.492  2.000
H  0.785  3.585  0.542
H  3.110  3.285  3.432
H  5.547  2.956  3.293
H  6.643  2.842  1.068
H  5.282  3.078  -0.970
H  3.315  3.578  -2.069
H  1.894  4.183  -1.203
H  1.651  2.238  -4.149
H  0.084  2.678  -3.427
H  0.403  0.989  -3.878
H  3.882  0.967  -2.972
H  3.053  -0.564  -2.572
H  4.033  0.256  -1.342
Cl  2.591  -6.206  -1.042
C  1.892  -4.637  -1.266
C  1.366  -4.286  -2.499
Cl  1.465  -5.379  -3.838
C  0.765  -3.030  -2.658
Cl  0.088  -2.563  -4.184
C  0.683  -2.121  -1.608
O  0.107  -0.946  -1.705
C  1.300  -2.455  -0.352
O  1.305  -1.545  0.581
C  1.853  -3.727  -0.203
Cl  2.532  -4.143  1.335
C  -0.939  0.778  1.510
H  -1.869  1.294  1.259
H  -1.201  -0.036  2.197

HOMO level (spin up / spin down) in eV: -4.00 / -4.29
⟨S²⟩: 6.026
LUMO (spin up / spin down) in Eh: 0.0984 / 0.0712
Net charge: -1
M in g mol⁻¹: 726.6
Spin multiplicity: 5



Entry 3:
A molecular structure, C19H22ClN2OReS4, computed with ωB97M-V/def2-TZVPD.

Atoms and positions in Å:
Re  0.766  -0.173  0.735
C  1.370  -2.965  -1.324
C  0.147  -2.349  -0.702
C  -0.050  -2.351  0.702
C  -1.288  -1.929  1.236
C  -2.343  -1.598  0.396
C  -2.159  -1.618  -0.978
C  -0.918  -1.938  -1.513
H  1.124  -3.990  -1.612
H  2.205  -3.002  -0.629
H  1.673  -2.431  -2.223
H  0.666  -2.857  1.334
H  -1.430  -1.951  2.310
H  -3.303  -1.326  0.814
H  -2.975  -1.359  -1.638
H  -0.777  -1.931  -2.587
S  5.074  -0.485  -0.463
C  3.569  -0.465  0.029
S  2.786  -1.270  1.366
S  2.242  0.435  -0.814
C  -2.781  1.611  2.779
C  -3.275  2.952  2.255
C  -3.150  3.084  0.752
N  -1.808  3.524  0.365
C  -0.829  2.767  -0.064
S  -1.117  1.075  -0.345
N  0.386  3.309  -0.338
C  0.991  4.524  0.109
O  2.173  4.511  0.301
C  0.138  5.734  0.261
C  -0.739  6.112  -0.753
C  -1.452  7.296  -0.634
C  -1.292  8.087  0.498
C  -0.408  7.711  1.502
C  0.323  6.540  1.380
H  -2.907  1.551  3.859
H  -1.718  1.457  2.554
H  -3.341  0.788  2.330
H  -2.725  3.769  2.732
H  -4.325  3.100  2.515
H  -3.844  3.832  0.368
H  -3.363  2.147  0.243
H  -1.624  4.518  0.452
H  1.098  2.632  -0.596
H  -0.839  5.501  -1.642
H  -2.120  7.605  -1.425
H  -1.850  9.009  0.591
H  -0.278  8.338  2.373
H  1.035  6.245  2.140
Cl  0.803  1.213  2.460

HOMO level (spin up / spin down) in eV: -11.34 / -11.42
⟨S²⟩: 0.767
Energy above the lowest of the compared OMol25 structures with the same formula, charge and spin in kcal per mole: 1.6
LUMO (spin up / spin down) in Eh: -0.1848 / -0.1734
Net charge: +1
M in g mol⁻¹: 644.3
Spin multiplicity: 2



Entry 4:
A single C19H22ClN5O2 molecule at a distorted geometry, computed with ωB97M-V/def2-TZVPD.

Atoms and positions in Å:
C  1.510  2.537  0.258
C  1.066  1.096  0.248
N  1.846  0.087  0.191
N  3.181  0.214  0.106
C  3.971  -0.900  0.101
O  3.543  -2.032  0.190
C  5.411  -0.595  -0.018
C  6.145  0.590  -0.114
Cl  5.591  2.218  -0.130
C  7.492  0.211  -0.200
C  8.686  1.086  -0.320
N  7.570  -1.111  -0.159
N  6.343  -1.582  -0.052
C  6.137  -3.000  0.014
C  -0.365  0.789  0.297
C  -0.779  -0.500  0.646
C  -2.115  -0.822  0.696
C  -3.088  0.133  0.391
N  -4.427  -0.252  0.463
C  -5.554  0.479  0.208
O  -5.564  1.642  -0.125
C  -6.810  -0.356  0.379
C  -6.979  -1.502  -0.644
C  -8.350  -0.933  -1.039
C  -8.101  0.290  -0.145
C  -2.686  1.415  0.028
C  -1.343  1.733  -0.015
H  1.604  2.913  -0.761
H  0.789  3.151  0.790
H  2.474  2.647  0.754
H  3.620  1.131  0.035
H  8.623  1.692  -1.222
H  8.752  1.756  0.536
H  9.578  0.469  -0.362
H  5.502  -3.331  -0.808
H  7.117  -3.468  -0.050
H  5.645  -3.271  0.948
H  -0.025  -1.236  0.875
H  -2.419  -1.822  0.972
H  -4.570  -1.218  0.724
H  -6.874  -0.690  1.417
H  -6.994  -2.505  -0.222
H  -6.246  -1.468  -1.449
H  -8.473  -0.718  -2.098
H  -9.183  -1.550  -0.708
H  -8.862  0.489  0.606
H  -7.896  1.207  -0.693
H  -3.428  2.155  -0.220
H  -1.064  2.730  -0.320

HOMO level in eV: -8.00
Energy above the lowest of the compared OMol25 structures with the same formula, charge and spin in kcal per mole: 59.3
LUMO in Eh: 0.0121
M in g mol⁻¹: 387.9
Spin multiplicity: 1



Entry 5:
A single C19H22ClNO3 molecule, computed with ωB97M-V/def2-TZVPD.

Atoms and positions in Å:
C  -1.454  0.664  4.004
C  0.044  0.506  4.082
O  0.585  0.024  5.051
C  0.831  0.951  2.900
C  2.178  0.585  2.838
C  2.946  0.955  1.754
C  2.399  1.691  0.715
C  1.059  2.067  0.765
O  0.407  2.805  -0.181
C  0.980  2.969  -1.457
C  0.989  1.656  -2.253
O  1.635  1.896  -3.478
C  -0.434  1.130  -2.452
N  -0.375  -0.228  -2.967
C  -1.657  -0.884  -3.109
C  -2.401  -1.186  -1.785
C  -1.523  -1.970  -0.854
C  -0.806  -1.341  0.157
C  0.055  -2.052  0.975
C  0.203  -3.414  0.779
Cl  1.280  -4.310  1.792
C  -0.504  -4.066  -0.220
C  -1.358  -3.340  -1.029
C  0.283  1.694  1.862
H  -1.713  1.720  3.970
H  -1.839  0.179  3.110
H  -1.907  0.216  4.885
H  2.593  0.006  3.648
H  3.986  0.671  1.707
H  3.023  1.972  -0.118
H  1.996  3.374  -1.408
H  0.345  3.697  -1.967
H  1.552  0.899  -1.677
H  1.420  1.159  -4.063
H  -0.949  1.751  -3.191
H  -0.970  1.218  -1.495
H  0.214  -0.794  -2.359
H  -1.474  -1.827  -3.633
H  -2.290  -0.257  -3.742
H  -2.703  -0.249  -1.315
H  -3.301  -1.753  -2.025
H  -0.915  -0.278  0.320
H  0.607  -1.550  1.755
H  -0.385  -5.128  -0.360
H  -1.909  -3.847  -1.808
H  -0.745  2.018  1.876

HOMO level in eV: -8.91
Energy above the lowest of the compared OMol25 structures with the same formula, charge and spin in kcal per mole: 35.5
LUMO in Eh: 0.0073
M in g mol⁻¹: 347.8
Spin multiplicity: 1



Entry 6:
A single C19H22F4N2O2S molecule, computed with ωB97M-V/def2-TZVPD.

Atoms and positions in Å:
C  -1.259  2.385  -3.310
C  -0.628  2.535  -1.949
F  -1.637  2.572  -0.983
C  0.328  1.357  -1.637
O  0.642  0.612  -2.538
N  0.965  1.359  -0.418
C  0.265  1.342  0.881
C  -0.631  0.121  1.071
N  0.140  -1.067  1.396
C  -0.236  -2.350  1.044
O  0.185  -3.306  1.668
C  -1.104  -2.543  -0.189
C  -0.229  -2.366  -1.437
C  -1.045  -2.428  -2.719
S  -1.862  -4.025  -2.945
C  -2.714  -4.094  -1.350
C  -1.776  -3.913  -0.164
C  0.889  -0.963  2.641
C  1.585  0.363  2.791
C  2.544  0.502  3.796
C  3.210  1.698  3.979
C  2.930  2.782  3.152
C  1.982  2.653  2.157
C  1.300  1.449  1.975
C  0.119  3.875  -1.830
F  -0.627  4.882  -2.300
F  0.428  4.173  -0.563
F  1.252  3.831  -2.541
H  -0.504  2.473  -4.088
H  -1.713  1.400  -3.390
H  -2.014  3.157  -3.443
H  1.693  0.649  -0.437
H  -0.372  2.224  0.922
H  -1.340  0.343  1.880
H  -1.208  -0.034  0.164
H  -1.896  -1.788  -0.210
H  0.296  -1.411  -1.403
H  0.529  -3.154  -1.446
H  -1.795  -1.632  -2.732
H  -0.404  -2.285  -3.589
H  -3.506  -3.339  -1.336
H  -3.196  -5.071  -1.316
H  -1.014  -4.692  -0.166
H  -2.343  -4.024  0.764
H  0.222  -1.131  3.497
H  1.619  -1.770  2.663
H  2.767  -0.347  4.432
H  3.953  1.788  4.761
H  3.452  3.720  3.289
H  1.757  3.487  1.503

HOMO level in eV: -8.51
Energy above the lowest of the compared OMol25 structures with the same formula, charge and spin in kcal per mole: 13.4
LUMO in Eh: 0.0194
M in g mol⁻¹: 418.5
Spin multiplicity: 1



Entry 7:
A single C19H22FN3OS molecule, computed with ωB97M-V/def2-TZVPD.

Atoms and positions in Å:
C  -4.204  -4.385  0.717
O  -4.050  -3.027  1.054
C  -3.388  -2.213  0.189
C  -2.818  -2.618  -1.014
C  -2.181  -1.682  -1.812
C  -2.085  -0.358  -1.436
C  -2.635  0.050  -0.219
N  -2.590  1.374  0.219
C  -1.819  2.419  -0.207
S  -2.472  3.935  -0.110
N  -0.573  2.172  -0.685
C  0.215  3.265  -1.221
C  1.127  3.831  -0.136
C  1.966  2.699  0.454
N  1.069  1.669  0.942
C  1.691  0.647  1.768
C  2.649  -0.249  1.020
C  3.988  0.102  0.886
C  4.858  -0.675  0.143
C  4.370  -1.815  -0.470
F  5.211  -2.579  -1.199
C  3.047  -2.196  -0.351
C  2.192  -1.405  0.396
C  0.264  1.129  -0.134
C  -3.292  -0.878  0.577
H  -3.236  -4.890  0.629
H  -4.764  -4.507  -0.216
H  -4.767  -4.829  1.535
H  -2.873  -3.643  -1.342
H  -1.757  -1.996  -2.754
H  -1.606  0.361  -2.081
H  -3.391  1.675  0.759
H  -0.461  4.031  -1.601
H  0.812  2.865  -2.048
H  1.772  4.605  -0.551
H  0.508  4.268  0.648
H  2.557  3.070  1.293
H  2.656  2.309  -0.317
H  2.213  1.163  2.578
H  0.885  0.049  2.204
H  4.358  0.990  1.376
H  5.898  -0.411  0.036
H  2.701  -3.095  -0.836
H  1.157  -1.698  0.499
H  -0.347  0.323  0.269
H  0.884  0.729  -0.962
H  -3.741  -0.581  1.512

HOMO level in eV: -8.00
Energy above the lowest of the compared OMol25 structures with the same formula, charge and spin in kcal per mole: 14.6
LUMO in Eh: 0.0219
M in g mol⁻¹: 359.5
Spin multiplicity: 1



Entry 8:
A molecular structure, C19H22IrN6O5Te, computed with ωB97M-V/def2-TZVPD.

Atoms and positions in Å:
Ir  0.563  0.016  -0.589
O  1.089  3.123  4.510
C  1.036  2.423  3.383
C  2.168  2.076  2.633
C  1.980  1.348  1.480
N  0.753  0.981  1.126
C  -0.348  1.329  1.792
C  -0.257  2.056  2.948
C  -1.625  0.897  1.071
O  -2.715  1.128  1.554
O  -1.453  0.317  -0.094
C  3.032  0.910  0.465
O  4.204  0.947  0.714
O  2.520  0.480  -0.687
H  1.993  3.344  4.767
H  3.168  2.375  2.920
H  -1.134  2.359  3.501
C  4.146  -3.795  -1.203
N  3.259  -3.002  -0.344
C  3.559  -2.927  1.091
C  2.193  -2.374  -0.819
N  1.351  -1.711  -0.037
N  1.931  -2.519  -2.166
C  1.010  -1.834  -2.936
N  0.898  -2.274  -4.198
N  0.326  -0.854  -2.443
H  5.077  -3.953  -0.671
H  4.389  -3.248  -2.113
H  3.714  -4.771  -1.437
H  4.449  -3.515  1.284
H  2.746  -3.350  1.683
H  3.761  -1.893  1.380
H  1.671  -1.698  0.922
H  2.447  -3.246  -2.632
H  1.468  -3.017  -4.563
H  0.299  -1.801  -4.852
H  -0.312  -0.425  -3.100
C  -5.615  -0.461  -1.851
Te  -4.471  0.603  -0.421
C  -4.427  -1.269  0.560
C  -5.718  -1.936  0.145
C  -6.313  -2.919  0.923
C  -7.536  -3.452  0.540
C  -8.173  -2.992  -0.603
C  -7.582  -2.010  -1.385
C  -6.345  -1.496  -1.024
H  -4.893  -0.940  -2.519
H  -6.254  0.189  -2.443
H  -4.353  -1.093  1.631
H  -3.517  -1.772  0.226
H  -5.836  -3.255  1.835
H  -8.003  -4.214  1.150
H  -9.138  -3.390  -0.883
H  -8.082  -1.648  -2.274

HOMO level (spin up / spin down) in eV: -13.70 / -13.68
⟨S²⟩: 0.754
Energy above the lowest of the compared OMol25 structures with the same formula, charge and spin in kcal per mole: 24.2
LUMO (spin up / spin down) in Eh: -0.2353 / -0.2832
Net charge: +2
M in g mol⁻¹: 734.2
Spin multiplicity: 2